# C18H39Cl14N2OSi

A 8-piece molecular cluster, C18H39Cl14N2OSi overall (wB97M-V/def2-TZVPD, OMol25).

XYZ file:
```
75
Properties=species:S:1:pos:R:3:forces:R:3
C -2.99712 -1.63695 2.60306 -1.24 -0.21 -0.28
Si -1.79979 -1.82957 1.14033 2.66 1.66 3.74
C -0.49129 -3.12438 1.64942 -0.11 -0.34 -1.10
C -0.83793 -0.19655 0.84548 -0.36 -0.30 -0.52
N -2.57942 -2.43750 -0.40646 -0.44 -1.27 -0.54
N -2.44042 -1.49906 -1.49732 -0.17 -1.22 -1.92
C -2.01255 -2.16902 -2.52277 1.80 1.27 0.91
O -1.23587 -2.67869 -3.22121 -1.21 0.19 0.59
H -3.51633 -2.63012 2.78523 0.46 1.14 -0.04
H -3.78972 -0.84903 2.42086 0.79 -0.88 0.24
H -2.46327 -1.35043 3.55924 -0.27 -0.37 -1.27
H -0.23317 -3.71441 0.69291 0.06 1.51 2.01
H -0.90218 -3.87655 2.39283 0.65 0.93 -0.84
H 0.45840 -2.63014 2.01597 -1.23 -0.46 -0.26
H -1.52738 0.67192 0.63792 0.90 -0.81 0.12
H -0.12405 -0.37445 -0.01171 -0.66 0.49 0.86
H -0.23772 0.01079 1.78335 -0.73 -0.26 -1.02
H -2.07841 -3.30297 -0.68986 -0.46 0.11 0.74
H -3.57433 -2.69043 -0.25470 0.44 0.20 -0.28
Cl 1.11937 3.30401 0.31336 0.06 -0.01 -0.07
C 0.20881 3.23346 -1.21597 -0.17 0.01 -0.12
C 0.76533 2.19707 -2.16682 -0.24 -0.01 0.02
Cl 2.36620 2.65522 -2.80210 0.06 -0.03 0.02
H 0.21475 4.22906 -1.65932 0.09 -0.09 0.05
H -0.82140 2.98218 -0.95765 0.07 -0.03 0.00
H 0.10237 2.09225 -3.02748 0.01 0.08 0.09
H 0.85833 1.22217 -1.68766 0.09 0.12 0.02
Cl -2.04573 5.87720 1.34868 -0.03 -0.04 -0.05
C -1.78410 5.60258 3.09022 0.04 0.00 0.19
C -0.73994 4.53950 3.34851 0.14 0.25 0.18
Cl -1.30322 2.91699 2.87403 -0.08 -0.11 -0.01
H -2.74200 5.34159 3.53976 0.08 -0.04 -0.11
H -1.45608 6.55238 3.51450 0.06 -0.09 -0.05
H -0.51167 4.49508 4.41447 -0.09 -0.01 -0.06
H 0.18566 4.74651 2.81113 -0.14 -0.07 -0.07
Cl -3.76917 -1.72835 -4.16834 -0.64 0.27 -0.28
C -3.15541 -2.01303 -5.81923 0.16 -0.06 -0.62
C -4.12331 -2.82345 -6.65259 -0.08 0.03 0.01
Cl -4.24675 -4.50731 -6.08644 -0.01 0.02 0.06
H -2.18449 -2.50317 -5.73916 -0.12 -0.02 0.14
H -3.00471 -1.03308 -6.27245 -0.09 -0.03 0.13
H -3.77691 -2.86098 -7.68605 0.08 0.05 0.11
H -5.12292 -2.38882 -6.64403 0.09 -0.06 0.06
Cl 4.89258 3.69295 3.80259 -0.03 -0.04 0.04
C 5.51825 3.32910 2.17561 0.12 0.01 -0.14
C 4.56088 2.46679 1.38412 0.07 0.22 -0.15
Cl 4.44797 0.81133 2.03735 -0.06 -0.05 0.04
H 6.49302 2.85337 2.28324 -0.13 -0.02 0.05
H 5.66058 4.28504 1.66963 -0.09 -0.08 -0.01
H 4.90779 2.37582 0.35376 0.02 0.01 0.09
H 3.55952 2.89325 1.37066 0.11 -0.08 0.08
Cl -0.86557 -8.81167 1.15507 -0.03 0.07 -0.03
C 0.16818 -8.21377 -0.16457 0.01 -0.04 -0.07
C 0.69901 -6.82482 0.11354 0.43 -0.44 -0.21
Cl -0.59056 -5.58834 0.06490 -0.31 -1.35 -0.62
H -0.40899 -8.24512 -1.08858 0.01 0.05 0.11
H 0.99969 -8.91358 -0.25811 0.01 0.13 0.05
H 1.42987 -6.54810 -0.64731 -0.13 0.00 -0.01
H 1.18399 -6.76734 1.08778 -0.22 0.06 -0.02
Cl -1.10200 0.78658 -5.25706 -0.12 -0.03 0.10
C -0.06108 1.43588 -6.55391 0.34 0.09 -0.30
C 0.47967 2.80816 -6.21683 0.08 -0.04 0.01
Cl -0.79736 4.04926 -6.21227 -0.03 -0.04 0.07
H -0.63936 1.44756 -7.47755 -0.06 0.05 0.16
H 0.76454 0.73387 -6.67805 -0.03 0.07 0.09
H 1.21216 3.11021 -6.96652 -0.08 -0.10 0.00
H 0.96673 2.81948 -5.24132 -0.07 -0.02 -0.08
Cl 1.22863 0.60684 7.30349 -0.05 0.00 -0.04
C 2.95190 1.03238 7.14286 0.24 -0.01 0.00
C 3.23812 2.44259 7.61012 0.14 -0.12 0.12
Cl 2.53047 3.66471 6.52491 -0.07 0.05 0.00
H 3.24055 0.88952 6.10136 -0.09 0.10 0.06
H 3.51111 0.32121 7.75242 -0.05 0.10 0.03
H 4.31510 2.61629 7.62193 -0.07 -0.06 -0.08
H 2.85417 2.61906 8.61479 -0.07 -0.03 -0.13
```
Forces are in eV/Å.

For the LUMO energy, the calculation gives -3.42 eV. Its energy is -207511.982 eV. Its charge is +1. Its multiplicity is 1. The value obtained for the gap between HOMO and LUMO is 8.654 eV. The HOMO energy comes out at -0.444 Ha.

Results of the Mulliken charge analysis, in e, for atoms 1 through 2: atom 1 (C): -0.994, atom 2 (Si): 0.294

# C5H14NO

A 2-piece molecular cluster, C5H14NO overall (wB97M-V/def2-TZVPD, OMol25).

XYZ file:
```
21
Properties=species:S:1:pos:R:3:forces:R:3
C 1.63497 0.44425 -0.62764 -1.83 1.20 2.42
C 1.13952 -0.88711 -0.20393 -1.22 -2.03 -2.99
C -0.47768 -0.94413 -0.21740 3.62 -0.67 0.26
C -1.05376 -2.02047 0.28347 -0.01 -0.18 0.60
C -2.51929 -2.08573 0.49062 -2.77 -2.17 -2.58
N 1.38870 1.33420 0.67157 2.68 2.36 1.39
H 1.06078 1.03826 -1.30858 -0.29 -0.42 -0.98
H 2.66451 0.43160 -0.87738 1.06 0.49 0.14
H 1.67060 -1.16971 0.72048 -0.67 -0.08 -0.14
H 1.55281 -1.63410 -1.01285 -0.85 1.16 1.46
H -0.97210 -0.19387 -0.81050 -0.32 0.49 0.36
H -0.40957 -2.90932 0.52259 -0.76 1.05 0.27
H -3.09039 -1.87921 -0.55213 1.30 -0.80 2.07
H -3.06185 -1.39240 1.10827 0.68 0.64 0.70
H -2.85570 -3.11487 0.86228 0.47 1.37 -0.74
H 0.43369 1.59974 1.05199 0.95 -0.49 -1.71
H 1.95237 2.30330 0.52951 -1.88 -2.66 0.67
H 1.79817 0.83594 1.50493 -0.02 0.61 -1.09
H -0.85007 3.76567 -0.23860 2.05 -0.83 -0.90
H -0.04146 3.11597 -1.36589 -0.84 -1.44 -6.05
O 0.03577 3.36199 -0.53085 -1.36 2.42 6.84
```
Forces are in eV/Å.

For the LUMO energy, the calculation gives -3.34 eV. For the energy above the lowest of the compared OMol25 structures with the same formula, charge and spin, the calculation gives 68.8 kcal/mol. Its energy is -8941.023 eV. Its charge is +1. Its multiplicity is 1. The value obtained for the gap between HOMO and LUMO is 9.387 eV. The HOMO energy comes out at -0.468 Ha.

Results of the Mulliken charge analysis, in e, for atoms 1 through 2: atom 1 (C): -0.524, atom 2 (C): -0.588

# C7H11OP

A 2-piece molecular cluster, C7H11OP overall (wB97M-V/def2-TZVPD, OMol25).

XYZ file:
```
20
Properties=species:S:1:pos:R:3:forces:R:3
C -0.81952 2.90138 0.36064 -0.56 -0.19 0.13
C -0.58895 2.37964 1.55288 -0.70 -0.01 -1.11
C -1.00364 1.56365 2.52550 1.12 0.83 0.73
C 0.50252 -1.03664 -0.19437 0.20 1.68 1.02
C 0.49189 -1.09038 1.37229 1.75 -2.23 -1.12
C -0.06756 -2.20860 -0.94997 -1.36 0.85 0.65
C 0.79907 0.57810 -2.53057 0.83 -0.02 1.60
O -0.93242 3.38978 -0.70676 0.50 -0.51 1.57
P 0.94362 0.50941 -0.67376 0.78 -0.33 -0.48
H -0.23825 1.33233 3.32977 -1.21 0.07 -0.81
H -2.03800 1.20036 2.67500 0.67 0.12 -0.31
H -0.23846 -0.50611 1.79167 -1.67 1.91 0.76
H 1.39514 -1.02968 2.03393 -0.29 0.40 -1.30
H 0.13377 -2.06523 1.58203 -0.34 -1.32 0.44
H -0.83523 -1.93602 -1.70882 -0.07 0.27 0.88
H -0.49810 -2.90664 -0.20385 0.31 0.02 -0.87
H 0.62145 -2.63042 -1.61939 1.47 -1.16 -0.35
H 0.60274 1.59692 -2.81595 -0.70 0.02 -0.42
H 0.16959 -0.22842 -2.71832 -2.50 -0.58 -0.82
H 1.60036 0.18657 -3.10197 1.77 0.19 -0.17
```
Forces are in eV/Å.

Its SMILES is CP=C(C)C.C=C=C=O. For the LUMO energy, the calculation gives -0.49 eV. For the energy above the lowest of the compared OMol25 structures with the same formula, charge and spin, the calculation gives 89.8 kcal/mol. Its energy is -18768.766 eV. Its charge is 0. Its multiplicity is 1. The value obtained for the gap between HOMO and LUMO is 8.071 eV. The HOMO energy comes out at -0.315 Ha.

Results of the Mulliken charge analysis, in e, for atoms 1 through 2: atom 1 (C): 0.594, atom 2 (C): -0.202

# C12H16Cu2F3N2O3

C12H16Cu2F3N2O3 as an isolated structure (wB97M-V/def2-TZVPD, OMol25).

XYZ file:
```
38
Properties=species:S:1:pos:R:3:forces:R:3
Cu -3.28579 -1.41035 0.24898 1.86 0.52 -0.03
Cu -1.49703 0.48704 2.36218 -0.09 -0.36 -1.47
O -1.26270 -0.85216 0.59749 -1.96 0.04 1.34
H -0.44810 -0.43479 0.31103 -0.12 -0.15 -0.67
N -0.41439 -2.91596 2.31689 0.05 -0.21 0.42
C 0.87491 -3.33300 2.47074 0.00 -1.08 -0.59
C 1.02164 -3.90231 3.71193 -0.13 0.84 0.08
C -0.21991 -3.72031 4.37897 -0.14 0.09 0.36
C -1.08710 -3.13859 3.49502 0.02 0.37 -0.39
H -0.79934 -2.52204 1.47162 0.16 0.21 0.08
H 1.51532 -3.45146 1.61026 0.12 0.40 0.05
H 1.95449 -4.28127 4.09135 -0.11 -0.18 0.13
H -0.48631 -3.89729 5.40866 0.21 -0.30 -0.01
H -2.11212 -2.82340 3.61551 -0.03 -0.09 0.06
N -0.99546 3.49694 0.74478 0.49 -0.32 -0.60
C -1.99872 4.05370 1.48065 0.16 -0.11 0.48
C -3.03104 3.15959 1.50168 -0.76 0.05 -0.42
C -2.68617 2.07045 0.64927 0.63 0.08 0.98
C -1.38089 2.30476 0.22177 -0.83 -0.71 0.22
H -0.05344 3.83358 0.63557 -0.12 0.37 0.04
H -1.87737 5.01058 1.95706 0.01 -0.02 0.04
H -4.01465 3.27378 1.92739 0.13 0.26 0.19
H -3.36809 1.27365 0.40032 0.16 -0.06 -0.30
H -0.80712 1.68143 -0.44159 0.34 0.33 -0.04
C 3.24320 2.16858 -3.15001 0.58 -0.03 0.23
C 1.79841 1.76602 -3.40809 1.42 1.07 -0.11
O 1.63428 0.45918 -2.84222 -0.39 -0.31 0.45
C 1.05475 -0.47723 -3.58544 0.52 0.38 -0.45
O 0.65663 -0.31720 -4.69195 -0.57 -0.33 -0.55
C 1.06751 -1.85399 -2.88923 0.44 -0.17 0.56
F 2.09850 -2.60516 -3.27450 0.17 0.36 -0.18
F 1.19287 -1.65504 -1.56196 -0.32 -0.32 0.09
F -0.02592 -2.56556 -3.13314 -0.32 0.38 0.09
H 3.56051 3.06733 -3.68054 -0.44 0.09 -0.08
H 3.93455 1.39450 -3.48713 -0.14 -0.13 0.04
H 3.43812 2.35076 -2.09185 -0.05 -0.13 0.01
H 1.64565 1.82419 -4.48092 -0.53 -0.51 0.03
H 1.16030 2.48105 -2.89055 -0.42 -0.30 -0.07
```
Forces are in eV/Å.

For the LUMO energy, the calculation gives -5.49 eV. For the energy above the lowest of the compared OMol25 structures with the same formula, charge and spin, the calculation gives 0.6 kcal/mol. Its energy is -119248.856 eV. Its charge is +1. Its multiplicity is 1. The value obtained for the gap between HOMO and LUMO is 5.098 eV. The HOMO energy comes out at -0.389 Ha.

Results of the Mulliken charge analysis, in e, for atoms 1 through 2: atom 1 (Cu): 0.652, atom 2 (Cu): 0.604